1.
Formula: C14H62O24
Source: the OMol25 dataset
Level of theory: ωB97M-V/def2-TZVPD

Last column: Löwdin charge in e.
Element x y z (Å)
O (-2.580, -1.539, 2.929)  -0.02
O (-0.092, -4.203, 1.123)  -0.06
O (0.269, -4.429, -3.761)  -0.08
O (-2.838, -0.790, 0.173)  -0.04
O (4.700, -2.531, -0.132)  0.01
O (-0.385, 5.583, 0.859)  -0.07
O (1.917, -2.625, 2.099)  -0.15
O (-2.470, 2.138, -0.677)  -0.13
O (4.454, 0.719, 5.185)  -0.04
O (1.860, 4.336, -0.303)  -0.11
O (-1.767, -3.270, -0.666)  -0.06
O (0.803, -0.835, -4.046)  -0.10
O (3.282, 1.605, -0.372)  -0.05
O (-5.381, -0.888, -3.582)  -0.07
O (-1.090, 1.715, -3.005)  -0.03
O (1.516, 0.215, 1.525)  -0.09
O (0.062, -0.950, 3.498)  -0.04
O (1.979, 1.633, -2.737)  -0.05
O (-2.490, 4.821, -1.990)  -0.03
O (-2.898, 1.878, 1.890)  -0.03
O (-0.393, -0.631, -1.467)  -0.06
O (-1.979, -0.405, -4.440)  -0.10
O (-0.717, 1.574, 3.461)  0.02
O (3.119, -2.391, 4.564)  -0.07
C (3.805, -1.499, 5.278)  -0.26
C (1.272, -2.159, -4.147)  -0.21
C (-3.382, 4.337, -1.072)  -0.30
C (3.754, -0.210, 4.447)  -0.24
C (0.701, -0.700, -0.551)  -0.18
C (3.370, -2.428, 0.145)  -0.25
C (-3.579, 2.881, -1.153)  -0.24
C (-0.240, 4.183, 1.005)  -0.23
C (0.111, -3.022, -3.660)  -0.24
C (3.013, -3.185, 1.415)  -0.19
C (-3.075, -1.072, -3.778)  -0.19
C (0.388, 0.160, 0.733)  -0.22
C (-4.248, -0.076, -3.474)  -0.23
C (1.307, 3.988, 0.973)  -0.23
H (4.849, -3.372, -0.463)  0.06
H (1.885, -2.890, 3.041)  0.08
H (3.313, -1.504, 6.187)  0.10
H (2.818, 0.194, 4.402)  0.09
H (-2.744, -1.439, -2.855)  0.07
H (-4.356, 0.715, -4.167)  0.11
H (-0.028, -4.760, -4.670)  0.13
H (2.350, 5.215, -0.224)  0.13
H (-2.506, 2.179, 0.295)  0.02
H (-3.640, 2.608, -2.250)  0.13
H (0.888, -1.766, -0.322)  0.11
H (0.117, 1.177, 0.377)  0.13
H (-0.402, 1.204, -2.582)  0.01
H (3.211, -1.434, 0.339)  0.08
H (-4.315, 4.943, -1.231)  0.14
H (-2.308, -0.020, 0.033)  -0.01
H (-1.757, 0.403, -4.000)  0.00
H (5.341, 0.553, 4.830)  0.10
H (4.799, -1.782, 5.551)  0.13
H (-0.769, -3.786, 0.611)  -0.05
H (2.081, -2.271, -3.418)  0.12
H (-4.480, 2.652, -0.547)  0.14
H (-0.145, -2.838, -2.649)  0.08
H (1.640, -0.356, -0.952)  0.09
H (-2.812, 4.621, -2.866)  0.09
H (-2.047, -2.409, -0.320)  0.00
H (-2.853, -0.928, 1.133)  0.01
H (-0.704, 3.787, 1.971)  0.13
H (1.602, 2.533, -2.547)  0.09
H (-5.425, -1.409, -2.758)  0.10
H (-0.311, 0.742, 3.322)  -0.02
H (2.783, -2.700, -0.725)  0.12
H (-3.219, -2.231, 3.082)  0.08
H (1.386, -0.183, -4.520)  0.12
H (4.062, -0.281, 3.389)  0.15
H (1.547, -2.356, -5.160)  0.12
H (-3.237, -1.947, -4.479)  0.14
H (-0.726, -0.988, 2.984)  -0.01
H (-2.094, 1.604, 2.416)  0.03
H (-3.039, 4.563, -0.088)  0.11
H (2.809, -4.297, 1.294)  0.14
H (-0.053, -0.990, -2.257)  0.01
H (-0.738, -2.729, -4.276)  0.12
H (1.878, 4.558, 1.795)  0.15
H (1.628, -0.613, 2.041)  0.07
H (-0.638, 3.732, 0.092)  0.10
H (0.112, 5.761, 0.090)  0.05
H (-4.125, 0.386, -2.488)  0.10
H (-0.814, 1.523, 4.361)  0.03
H (3.003, 1.486, -1.272)  -0.03
H (0.480, -3.497, 1.444)  -0.03
H (2.567, 1.315, 0.192)  -0.03
H (0.483, -1.798, 3.712)  0.08
H (-2.605, -3.655, -0.991)  0.08
H (2.698, 1.751, -3.372)  0.07
H (-3.443, 2.278, 2.522)  0.04
H (1.608, 2.906, 1.114)  0.10
H (3.760, -3.260, 2.226)  0.12
H (-0.519, -0.276, 1.274)  0.11
H (3.441, -3.314, 4.613)  0.13
H (-2.585, -1.112, 3.780)  0.06
H (-1.777, 1.877, -2.357)  0.00

Computed properties:
**Energy above the lowest of the compared OMol25 structures with the same formula, charge and spin**: 99.0 kcal per mole
**E_LUMO**: -0.349 eV
**Frontier orbital gap**: 8.245 eV

2.
Formula: C14H6AsCl3N2O5S5Tc
Source: the OMol25 dataset
Level of theory: ωB97M-V/def2-TZVPD

Last column: natural (NBO) charge in e.
Element x y z (Å)
Tc (0.524, -0.845, -1.286)  0.77
As (2.979, -1.027, -3.347)  0.92
Cl (-1.017, -5.493, -1.777)  0.00
Cl (-2.027, -0.218, -1.193)  0.15
Cl (-6.070, -3.784, -1.012)  -0.04
S (-2.023, 2.906, 0.529)  -0.48
S (3.675, -2.498, -4.691)  -0.51
S (2.676, -1.702, -1.258)  -0.37
S (4.430, 0.515, -3.536)  -0.39
S (0.887, -0.385, -3.568)  -0.42
O (2.031, 2.825, 5.103)  -0.43
O (-0.348, -2.642, -1.634)  -0.67
O (2.692, 4.563, 4.024)  -0.40
O (0.262, -1.212, 0.788)  -0.57
O (1.111, 0.999, -0.778)  -0.64
N (-0.618, 5.366, 0.544)  -0.58
N (2.244, 3.430, 4.060)  0.54
C (1.168, 0.840, 1.614)  -0.32
C (-1.195, 4.353, 0.536)  0.08
C (2.057, 3.490, 1.594)  -0.11
C (-4.368, -3.430, -1.193)  -0.08
C (1.339, 1.523, 0.369)  0.56
C (-3.475, -4.468, -1.392)  -0.24
C (-2.130, -4.188, -1.533)  -0.11
C (1.463, 1.493, 2.820)  -0.08
C (-1.612, -2.874, -1.486)  0.38
C (-3.931, -2.120, -1.134)  -0.23
C (1.782, 2.874, 0.415)  -0.28
C (1.917, 2.781, 2.805)  -0.07
C (-2.581, -1.871, -1.282)  -0.13
C (0.616, -0.469, 1.713)  0.44
H (1.325, 0.982, 3.763)  0.23
H (0.471, -0.852, 2.733)  0.14
H (-3.818, -5.492, -1.436)  0.23
H (2.349, 4.529, 1.620)  0.25
H (1.837, 3.407, -0.523)  0.24
H (-4.622, -1.305, -0.972)  0.24

Computed properties:
**Expectation value of S²**: 3.78
**Energy above the lowest of the compared OMol25 structures with the same formula, charge and spin**: 0.0 kcal per mole
**E_LUMO (spin up / spin down)**: 3.822 / 2.051 eV
**Frontier orbital gap (spin up / spin down)**: 6.247 / 4.476 eV
**Charge**: -2
**2S+1**: 4

3.
Formula: C14H6F6IrN5O4S2SbSe5
Source: the OMol25 dataset
Level of theory: ωB97M-V/def2-TZVPD

Last column: natural (NBO) charge in e.
Element x y z (Å)
Ir (-0.281, -0.645, 0.514)  0.48
Sb (4.801, 1.002, -0.068)  0.91
Se (3.143, 2.654, -0.677)  -0.45
Se (6.361, 2.840, 1.244)  -0.21
Se (6.806, 2.340, -0.943)  -0.02
Se (-7.661, 0.573, -0.435)  0.93
Se (6.759, -0.574, 0.090)  -0.31
S (2.304, -1.410, 1.130)  2.19
S (2.779, -1.306, -1.542)  2.21
F (2.679, -3.956, -1.475)  -0.30
F (0.753, -2.999, -1.693)  -0.30
F (2.477, -2.133, 3.596)  -0.29
F (3.864, -3.167, 2.297)  -0.29
F (4.229, -1.098, 2.849)  -0.29
F (2.120, -3.054, -3.365)  -0.30
O (1.673, -0.398, -1.459)  -0.93
O (3.862, -1.003, -2.413)  -0.88
O (1.944, -0.032, 1.406)  -0.91
O (1.131, -2.294, 1.046)  -0.93
N (-1.519, 0.845, 0.255)  -0.37
N (-1.928, -1.652, 0.293)  -0.34
N (-6.671, -0.908, -0.304)  -0.61
N (3.350, -1.618, -0.037)  -1.20
N (-6.252, 1.660, -0.292)  -0.59
C (3.302, -2.003, 2.567)  0.77
C (-3.509, 2.787, 0.002)  -0.14
C (-5.432, -0.529, -0.171)  0.19
C (-3.842, 1.436, -0.019)  -0.09
C (2.030, -2.947, -2.043)  0.74
C (-2.821, 0.505, 0.105)  0.22
C (-4.319, -1.467, -0.019)  -0.09
C (-2.058, -2.984, 0.333)  0.04
C (-5.197, 0.905, -0.165)  0.11
C (-1.201, 2.146, 0.249)  0.05
C (-4.442, -2.853, 0.016)  -0.14
C (-3.054, -0.915, 0.115)  0.14
C (-3.292, -3.602, 0.190)  -0.22
C (-2.174, 3.130, 0.130)  -0.22
H (-1.145, -3.540, 0.495)  0.23
H (-4.284, 3.535, -0.089)  0.24
H (-3.335, -4.681, 0.226)  0.24
H (-0.146, 2.373, 0.341)  0.24
H (-1.865, 4.165, 0.137)  0.24
H (-5.415, -3.313, -0.085)  0.24

Computed properties:
**Expectation value of S²**: 0.78
**Energy above the lowest of the compared OMol25 structures with the same formula, charge and spin**: 0.0 kcal per mole
**E_LUMO (spin up / spin down)**: -2.085 / -2.012 eV
**Frontier orbital gap (spin up / spin down)**: 5.565 / 5.497 eV
**2S+1**: 2